The following is a quantum chemistry calculation of 2 unconnected molecules or ions with the total composition C4H12 in a non-equilibrium geometry, from the OMol25 dataset.

```
16
Properties=species:S:1:pos:R:3
C -1.17 1.30 -2.47
C 0.02 0.88 -1.61
H -2.18 1.23 -1.99
H -1.06 2.16 -2.93
H -1.21 0.58 -3.25
H 0.74 1.73 -1.61
H 0.64 0.02 -1.78
H -0.11 1.02 -0.59
C 1.02 -0.74 2.54
C 0.04 -1.48 1.53
H 0.37 -0.47 3.40
H 1.86 -1.50 2.65
H 1.37 0.09 2.07
H -0.43 -2.10 2.22
H -0.52 -0.70 1.04
H 0.61 -2.02 0.76
```

As for the SMILES: CC.CC. As for the total charge: 0. The HOMO energy is -11.349 eV. Its relative energy (zero: lowest compared OMol25 entry of this formula, charge and spin) is 34.49 kcal per mole. As for the spin multiplicity: 1.

The following is a quantum chemistry calculation of 2 unconnected molecules or ions with the total composition C4H12 in a non-equilibrium geometry, from the OMol25 dataset.

```
16
Properties=species:S:1:pos:R:3
C 0.66 -1.19 1.81
C 1.21 -1.35 0.42
H 1.06 -1.85 2.60
H 0.71 -0.22 2.26
H -0.36 -1.58 1.83
H 0.57 -1.01 -0.39
H 2.13 -0.75 0.29
H 1.59 -2.32 0.11
C -1.48 0.92 -0.65
C -0.49 1.62 -1.61
H -1.42 1.63 0.23
H -2.52 0.80 -0.92
H -0.88 0.03 -0.39
H -0.75 2.67 -1.72
H -0.58 1.11 -2.57
H 0.55 1.51 -1.29
```

As for the SMILES: CC.CC. As for the total charge: 0. The HOMO energy is -11.382 eV. Its relative energy (zero: lowest compared OMol25 entry of this formula, charge and spin) is 16.34 kcal per mole. As for the spin multiplicity: 1.

The following is a quantum chemistry calculation of 2 unconnected molecules or ions with the total composition C4H12 in a non-equilibrium geometry, from the OMol25 dataset.

```
16
Properties=species:S:1:pos:R:3
C -1.80 1.28 1.69
C -1.73 1.82 0.26
H -1.00 1.57 2.34
H -2.80 1.50 2.12
H -1.96 0.18 1.71
H -2.29 1.26 -0.49
H -0.68 1.79 -0.12
H -2.00 2.88 0.23
C 1.43 -1.53 -0.24
C 2.13 -1.55 -1.60
H 2.18 -1.77 0.58
H 0.95 -0.54 -0.28
H 0.68 -2.31 -0.14
H 1.79 -2.40 -2.15
H 1.91 -0.69 -2.25
H 3.21 -1.49 -1.64
```

As for the SMILES: CC.CC. As for the total charge: 0. The HOMO energy is -11.438 eV. Its relative energy (zero: lowest compared OMol25 entry of this formula, charge and spin) is 15.50 kcal per mole. As for the spin multiplicity: 1.

The following is a quantum chemistry calculation of 2 unconnected molecules or ions with the total composition C4H12 in a non-equilibrium geometry, from the OMol25 dataset.

```
16
Properties=species:S:1:pos:R:3
C 2.15 0.49 0.92
C 1.42 -0.85 1.00
H 2.74 0.58 1.83
H 2.90 0.47 0.12
H 1.49 1.34 0.80
H 0.79 -0.86 1.89
H 2.11 -1.67 1.16
H 0.87 -1.15 0.11
C -1.98 -0.55 -1.10
C -1.59 0.91 -0.81
H -1.13 -1.12 -1.47
H -2.19 -0.97 -0.12
H -2.88 -0.68 -1.70
H -0.52 1.04 -0.94
H -2.14 1.73 -1.29
H -1.94 1.18 0.18
```

As for the SMILES: CC.CC. As for the total charge: 0. The HOMO energy is -11.400 eV. Its relative energy (zero: lowest compared OMol25 entry of this formula, charge and spin) is 9.69 kcal per mole. As for the spin multiplicity: 1.